#i
Formula: C37H32BN8NiP2S2
Source: the OMol25 dataset
Level of theory: wB97M-V/def2-TZVPD

**Kohn-Sham gap (spin up / spin down)**: 8.305 / 6.429 eV
**E_HOMO (spin up / spin down)**: -7.821 / -7.811 eV

```
! wB97M-V def2-TZVPD RIJCOSX def2/J DEFGRID3
* xyz 0 4
C 2.61 5.19 0.18
H -0.14 -4.45 1.12
H 2.15 -3.64 2.36
N -2.56 -1.40 0.85
C 0.54 4.06 -1.85
C -2.89 -4.52 0.78
C 1.81 0.38 -4.05
H -0.53 6.35 -4.77
H 3.72 3.63 3.54
C 3.40 4.07 2.60
H 2.32 5.62 -0.76
S -0.73 2.73 0.64
C 0.30 -3.47 1.18
H -1.96 -6.56 -1.57
C -0.50 6.08 -2.64
C 5.10 0.89 0.07
B -1.69 -2.34 -0.05
C 4.29 1.55 -0.85
C 6.17 1.55 0.67
H 2.15 2.41 2.07
N -2.05 -0.18 1.11
C 2.67 1.24 -6.12
H 5.84 4.57 -0.84
C 1.71 0.52 -5.42
H -1.01 7.02 -2.43
N -1.65 -1.66 -1.44
C 2.53 3.38 1.77
H -2.32 -0.94 -4.54
S 3.07 -1.30 -1.33
P 0.95 2.99 -0.44
C -2.92 0.46 1.88
H -3.35 -6.67 0.81
H -0.35 5.54 -0.57
H 1.08 -0.21 -3.51
H 0.61 4.21 -5.23
H 4.90 -0.15 0.29
H -4.91 -0.11 2.70
H -4.39 -2.39 1.31
C 0.41 4.51 -4.21
C 2.86 0.97 -3.35
C -4.04 -0.35 2.12
C -0.12 5.26 -1.59
H 6.79 1.03 1.38
C 3.46 5.89 1.03
H 0.88 0.06 -5.95
N -1.12 -0.42 -1.54
H -0.99 0.98 -3.08
N -2.23 -3.76 -0.13
H 1.30 2.75 -3.38
C 1.45 -3.04 1.81
H -3.27 -4.12 1.70
H -2.72 1.47 2.20
H 2.60 1.35 -7.20
C 3.75 1.79 -5.44
C 0.80 3.69 -3.16
H 2.26 -0.95 1.78
C 1.39 1.33 -0.86
C -3.77 -1.51 1.44
C 4.56 2.88 -1.16
H 4.52 2.32 -5.98
N 0.47 -1.31 0.79
H 3.92 3.42 -1.85
H 4.53 5.87 2.89
C 3.86 5.33 2.23
C 2.13 3.93 0.56
C 6.44 2.87 0.34
C 3.85 1.65 -4.06
C -2.19 -5.76 -0.88
C -2.90 -5.82 0.33
C -0.23 5.71 -3.95
N -1.78 -4.54 -1.15
C -1.33 0.00 -2.78
N -0.28 -2.42 0.58
H 7.27 3.39 0.79
P 2.89 0.63 -1.56
Ni -0.27 0.44 0.09
C 5.63 3.54 -0.58
C -2.01 -0.98 -3.51
H -2.65 -2.98 -2.75
H 4.70 2.07 -3.55
C -2.19 -2.02 -2.62
H 3.81 6.87 0.74
C 1.51 -1.68 1.52
*
```

***

#ii
Formula: C37H32BN8NiP2S2
Source: the OMol25 dataset
Level of theory: wB97M-V/def2-TZVPD

**Kohn-Sham gap (spin up / spin down)**: 8.376 / 6.558 eV
**E_HOMO (spin up / spin down)**: -7.916 / -7.918 eV

```
! wB97M-V def2-TZVPD RIJCOSX def2/J DEFGRID3
* xyz 0 4
N 2.33 -0.98 -2.66
N 3.67 -0.04 -5.10
C -0.66 2.08 3.27
C -4.10 -0.74 -0.72
S -1.38 2.17 -1.87
H 4.33 0.28 -7.05
B 3.36 0.17 -2.63
H -1.80 -0.83 4.59
C -3.19 3.15 0.69
H 0.39 -2.41 3.99
H 1.06 3.46 -0.44
H 0.32 -2.67 -0.88
H -2.60 0.72 6.32
C 5.60 1.10 -5.39
C -4.71 -1.86 -1.27
C -2.78 -0.43 -1.05
H -1.11 -0.95 -2.29
C 5.34 0.99 -4.04
C -2.01 -2.50 1.60
H -2.43 -5.50 3.11
H -2.76 3.69 -0.14
H 2.69 -2.07 -4.42
H -3.34 -4.14 1.25
C -1.60 0.23 4.49
C -2.71 -2.35 -2.51
C 0.98 -2.33 -1.66
P -1.85 0.98 -0.40
H -0.97 4.02 4.12
H 6.44 1.59 -5.85
C -1.84 2.47 5.33
C -2.94 1.79 0.82
H -3.31 0.03 2.00
P -0.24 -0.37 2.09
C -4.57 3.09 2.66
C -3.51 1.09 1.88
H 2.08 4.71 -2.65
N 4.30 -0.13 -1.41
H 5.88 1.37 -3.19
C 2.80 2.67 -3.07
H 3.32 2.69 -4.01
C -1.14 2.95 4.23
C -0.44 0.29 0.48
C -4.00 3.80 1.62
N 1.95 1.76 -1.25
C 4.71 -0.44 0.67
C 5.56 -0.59 -1.35
C -0.97 -2.00 2.37
H -0.57 -4.62 4.48
H -5.74 -2.09 -1.01
H -2.41 -1.92 0.77
C 2.18 -2.04 -3.48
N 1.58 -1.16 -1.55
H -4.66 -0.11 -0.05
H 6.14 -0.76 -2.24
S 1.75 -0.49 2.30
C 4.52 0.43 -6.00
C 5.87 -0.80 -0.02
H 4.52 -0.47 1.73
C 1.66 3.05 -1.23
C -2.11 -1.23 -1.98
C -0.45 -2.78 3.41
H -0.11 2.45 2.42
H -5.20 3.60 3.38
N 2.67 1.53 -2.37
H 0.97 -3.87 -3.27
C -2.03 -4.52 2.90
C -4.02 -2.68 -2.15
H -2.21 3.15 6.08
H -2.17 -2.97 -3.22
Ni 1.65 0.20 -0.01
H -4.19 4.86 1.51
C -4.32 1.73 2.79
C 1.31 -2.93 -2.88
C -0.90 0.71 3.39
H -4.76 1.18 3.62
N 3.77 -0.05 -0.17
H -4.49 -3.56 -2.57
C 2.17 3.68 -2.37
C -0.98 -4.03 3.68
C -2.06 1.11 5.46
H 6.80 -1.16 0.38
C -2.54 -3.76 1.86
N 4.20 0.28 -3.89
*
```

***

Of them, the most stable is #ii and the least stable is #i.